Record 1
Computed, not measured: 2 unconnected molecules or ions with the total composition C6H11NO2 in a non-equilibrium geometry, with ωB97M-V with the def2-TZVPD basis set.

Positions of all 20 atoms, in Å:
C  -2.01343  -1.13987  -0.49312
C  -1.23844  -0.04548  0.18505
N  -1.80023  1.23069  0.05761
C  -0.34886  -0.32013  1.18181
O  0.08128  0.65830  2.04922
H  -3.05375  -1.12353  -0.16991
H  -1.99815  -0.97094  -1.57022
H  -1.58660  -2.11796  -0.28276
H  -1.86674  1.51044  -0.91508
H  -1.28832  1.92018  0.59269
H  -0.01329  -1.33033  1.36699
H  0.70200  0.27824  2.67803
C  2.81000  -0.18408  0.01660
C  1.81131  0.62883  -0.31981
C  0.68952  0.22207  -1.24329
O  0.11027  1.03958  -1.94454
H  2.77259  -1.24067  -0.20682
H  3.64870  0.15113  0.60647
H  1.84395  1.68583  -0.08905
H  0.73818  -0.85229  -1.49988

The SMILES is C/C(N)=C/O.C=CC=O. As for the HOMO-LUMO gap: 8.4 eV. For the energy above the lowest of the compared OMol25 structures with the same formula, charge and spin, the calculation gives 2.864 eV. The HOMO energy is -7.9 eV.

Record 2
Computed, not measured: 10 unconnected molecules or ions with the total composition C30H69O19P3 in a non-equilibrium geometry, with ωB97M-V with the def2-TZVPD basis set.

Positions of all 121 atoms, in Å:
C  2.23531  -1.56706  6.00471
O  1.03431  -0.94206  5.78071
P  -0.03369  -1.39806  4.56671
O  0.13531  -0.42806  3.47571
O  0.45631  -2.86606  3.99671
C  0.69331  -2.98906  2.64371
O  -1.51769  -1.38906  4.87471
C  -2.03469  -0.55406  5.88671
H  2.96031  -1.69206  5.05271
H  1.86031  -2.46906  6.29771
H  2.77031  -1.46706  6.85271
H  -0.31069  -2.63506  2.10271
H  1.14031  -3.99006  2.18171
H  1.27831  -2.39906  2.32171
H  -1.93069  0.62494  5.51071
H  -1.35569  -0.52806  6.75971
H  -3.08069  -0.60406  6.12871
C  2.94231  1.62094  3.48071
O  1.81431  2.07694  4.33671
P  0.51231  2.82194  3.82671
O  -0.68169  2.48494  4.53871
O  0.87631  4.41994  4.25371
C  0.06331  5.32394  3.80771
O  0.22731  2.74194  2.25171
C  -0.99669  2.54094  1.65371
H  2.68831  1.28094  2.56371
H  3.56731  0.90294  3.96471
H  3.39531  2.57194  3.16171
H  -0.05269  5.29594  2.70671
H  0.40931  6.43794  3.88371
H  -1.16369  5.38194  4.29471
H  -1.63669  3.34994  2.22471
H  -1.41369  1.62294  2.10871
H  -1.12769  2.49194  0.63171
C  2.99231  6.42194  2.12971
O  4.00831  6.24294  1.15171
P  3.77831  5.62494  -0.20829
O  3.20131  6.63694  -1.05729
O  5.16031  5.16094  -0.79829
C  5.29231  4.38794  -2.03329
O  2.89031  4.34794  -0.24329
C  1.83531  4.08094  -1.10829
H  1.89231  6.56794  1.76471
H  3.11231  7.20294  2.95571
H  2.91431  5.66794  2.96371
H  4.77131  3.48594  -1.87929
H  6.43331  4.35394  -2.33729
H  4.82131  4.98494  -2.61329
H  1.29031  4.87994  -1.41729
H  0.86231  3.43894  -0.75629
H  2.13731  3.55694  -2.08929
C  2.79731  -3.65606  -3.46729
C  2.95331  -3.96106  -2.07329
C  3.81831  -5.00206  -1.67529
O  2.33731  -3.32906  -1.18129
H  2.50831  -4.57906  -3.93529
H  3.58531  -3.05406  -3.98529
H  2.19931  -2.80206  -3.47229
H  3.85831  -5.90906  -2.35929
H  3.52731  -5.49806  -0.69029
H  4.87431  -4.68406  -1.88029
C  0.09131  -0.04606  -0.17329
C  0.02131  0.13294  -1.63229
C  -0.65469  -0.95706  -2.51129
O  0.53231  1.05394  -2.22129
H  -0.82569  -0.38706  0.36071
H  0.39631  0.69794  0.18371
H  0.78331  -0.85606  -0.15429
H  -1.64669  -0.85306  -2.42529
H  -0.45069  -2.11606  -2.43329
H  -0.20069  -0.81606  -3.44729
C  -5.58669  3.03994  0.05971
C  -4.42069  2.92094  -0.80329
C  -3.99469  1.43794  -1.22929
O  -3.61569  3.82894  -0.98729
H  -6.42669  2.72994  -0.59629
H  -5.76069  4.02594  0.29671
H  -5.52869  2.28394  0.67071
H  -3.02669  1.27994  -1.54729
H  -4.43169  1.38794  -2.05229
H  -4.26669  0.72994  -0.59829
C  2.38331  2.81294  -5.77929
C  2.84031  1.70594  -4.84129
C  2.33931  0.29194  -4.96729
O  3.43731  1.91794  -3.78329
H  2.10831  2.16994  -6.60229
H  3.26631  3.30994  -5.78329
H  1.66731  3.50894  -5.34829
H  1.13331  0.44394  -4.95329
H  2.55031  -0.60706  -4.14829
H  2.51831  0.22494  -6.00329
C  0.38831  -6.73406  -0.50529
C  0.28331  -6.21406  -1.97129
C  -0.42069  -4.95906  -2.17029
O  0.66531  -6.91906  -2.86229
H  -0.58669  -7.02906  -0.14429
H  0.95431  -6.03506  0.12471
H  0.88931  -7.71106  -0.52929
H  -0.97369  -4.99306  -2.99129
H  0.22431  -4.21706  -1.90929
H  -1.43269  -4.78406  -1.65229
C  -3.04669  -3.69506  2.99371
C  -3.01069  -2.57506  1.99071
C  -3.41369  -1.18606  2.49671
O  -2.75369  -2.81206  0.82071
H  -2.52169  -3.44606  3.94571
H  -2.55169  -4.41106  2.42671
H  -4.09769  -4.20706  3.17671
H  -3.58969  -1.25206  3.51671
H  -4.35569  -0.83606  2.22371
H  -2.72769  -0.15706  2.30971
C  -4.23369  -3.41706  -4.06429
C  -4.09069  -1.90906  -4.37329
C  -5.31469  -1.05006  -4.29529
O  -2.94469  -1.52306  -4.72329
H  -4.67269  -4.12306  -4.90829
H  -5.16469  -3.64006  -3.23129
H  -3.26169  -3.84106  -3.69129
H  -5.12569  -0.08806  -3.81629
H  -6.03969  -1.26106  -3.47129
H  -5.88069  -0.91706  -5.09729

The SMILES is COP(=O)(OC)OC.COP(=O)(OC)OC.COP(=O)(OC)OC.CC(C)=O.CC(C)=O.CC(C)=O.CC(C)=O.CC(C)=O.CC(C)=O.CC(C)=O. As for the HOMO-LUMO gap: 9.4 eV. For the energy above the lowest of the compared OMol25 structures with the same formula, charge and spin, the calculation gives 3.062 eV. The HOMO energy is -9.1 eV.

Record 3
Computed, not measured: a molecular structure, C18H58CdNO11 in a non-equilibrium geometry, with ωB97M-V with the def2-TZVPD basis set.

Positions of all 89 atoms, in Å:
Cd  -8.07630  5.86964  25.26061
C  -10.01969  2.42840  24.22128
C  -8.63467  2.86811  24.67494
O  -8.76186  3.95718  25.54543
H  -10.64007  2.14300  25.07022
H  -9.92576  1.56427  23.55566
H  -10.51293  3.23020  23.66819
H  -8.02610  3.07976  23.78263
H  -8.16010  2.01546  25.17912
C  -10.00515  0.20136  28.27214
C  -10.21399  -0.91756  29.25784
O  -11.31274  -0.67903  30.11847
H  -9.98937  1.18410  28.73654
H  -10.74985  0.16444  27.47115
H  -9.03943  0.11851  27.74769
H  -9.33483  -1.03866  29.89205
H  -10.32536  -1.87448  28.73149
H  -12.12332  -0.73728  29.60380
C  -13.14620  0.17652  25.20372
C  -14.65264  0.33074  25.03290
O  -15.27897  -0.18378  26.18293
H  -12.81156  0.73230  26.07885
H  -12.64726  0.56791  24.31078
H  -12.88715  -0.88008  25.25477
H  -14.92738  -0.24153  24.13782
H  -14.87179  1.38903  24.87978
H  -16.17023  0.17066  26.24301
C  -8.52889  6.02899  20.03241
C  -8.47290  4.70159  20.74296
O  -7.11415  4.34886  21.09570
H  -9.54042  6.28862  19.72429
H  -7.89376  5.99196  19.14386
H  -8.15471  6.84018  20.66245
H  -8.95056  3.93234  20.12982
H  -9.04536  4.69719  21.67741
H  -6.53458  4.62216  20.37550
C  -8.16393  -1.31722  24.29182
C  -7.15860  -0.39615  23.66494
O  -6.53938  -1.13454  22.59751
H  -8.82725  -1.70534  23.51958
H  -8.79591  -0.80181  25.02109
H  -7.65744  -2.13475  24.79831
H  -6.43960  -0.06123  24.42073
H  -7.60924  0.50972  23.23396
H  -5.91611  -0.58237  22.11859
C  -11.69795  2.67190  20.73105
C  -12.03347  4.11147  21.12165
O  -13.21596  4.55852  20.46753
H  -12.50042  2.02588  21.07959
H  -10.77034  2.35258  21.20879
H  -11.55681  2.59933  19.65328
H  -11.19774  4.79516  20.91217
H  -12.21122  4.19990  22.19236
H  -13.01326  4.70684  19.53913
C  -4.73396  2.50657  24.71351
C  -4.60728  2.81036  23.23544
O  -4.43230  4.23752  23.02888
H  -3.73707  2.51729  25.15648
H  -5.12711  1.50933  24.88669
H  -5.38857  3.19736  25.24747
H  -5.52420  2.50597  22.71463
H  -3.75244  2.27474  22.82362
H  -4.10045  4.39831  22.14060
C  -13.98975  3.99182  25.73545
C  -12.91953  4.98871  25.36164
C  -13.35671  5.88248  24.21287
O  -12.24393  6.67595  23.82534
C  -12.62810  7.71297  22.95602
N  -12.59048  5.80706  26.55551
H  -13.54865  3.20815  26.35249
H  -14.43672  3.56083  24.84208
H  -14.76747  4.47144  26.33392
H  -11.98403  4.48992  25.08912
H  -14.16853  6.51991  24.58610
H  -13.70030  5.29289  23.35504
H  -13.08026  7.31414  22.03815
H  -11.74454  8.29145  22.69534
H  -13.37234  8.36917  23.42308
H  -12.12856  6.66395  26.27785
H  -13.43225  6.04876  27.06457
O  -7.86801  2.84390  28.37629
H  -7.97707  3.36682  27.57455
H  -7.41060  2.04790  28.08857
O  -6.93910  5.41364  23.56314
H  -7.17247  5.12188  22.64191
H  -5.96955  5.28244  23.64882
O  -10.97210  3.40978  27.40641
H  -10.21536  3.40150  26.80595
H  -11.49224  4.17742  27.11715

As for the HOMO-LUMO gap: 4.8 eV. Its charge is +1. The HOMO energy is -11.4 eV.

Record 4
Computed, not measured: a molecular structure, C22H23BrN4O3STl, with ωB97M-V with the def2-TZVPD basis set.

Positions of all 55 atoms, in Å:
Tl  0.08965  -0.63639  1.07654
N  4.35952  -0.92241  -1.00821
C  2.99605  -0.84627  -0.86304
O  2.48388  0.20154  -0.50167
C  2.22546  -2.10423  -1.23726
C  1.02335  -2.47644  -0.35007
H  4.91202  -0.14965  -0.68603
H  4.80847  -1.79589  -1.20522
H  2.96068  -2.91402  -1.32879
H  1.85984  -1.89503  -2.25077
H  1.35258  -3.19252  0.41780
H  0.27872  -2.98499  -0.97372
Br  -4.57503  -4.60709  -6.07346
C  -5.36969  -3.68751  -4.61007
C  -6.25946  -4.35136  -3.78928
C  -6.84703  -3.67056  -2.72833
C  -6.54432  -2.33986  -2.46172
C  -5.63165  -1.69278  -3.30708
C  -5.05361  -2.35736  -4.38057
N  -7.34420  -1.66118  -1.48904
N  -6.93241  -0.69156  -0.79119
C  -5.59306  -0.45083  -0.48415
C  -5.27178  0.90207  -0.32528
C  -3.98030  1.36676  -0.21645
C  -2.87138  0.47434  -0.17689
O  -1.69021  0.85489  -0.16902
C  -3.21716  -0.96653  -0.09850
N  -2.19307  -1.79716  0.17126
C  -2.41404  -3.08528  0.27485
C  -3.70343  -3.62918  0.20058
C  -4.76018  -2.79850  -0.05080
C  -4.54258  -1.42020  -0.26690
H  -6.49732  -5.39037  -3.97467
H  -7.55027  -4.18264  -2.07769
H  -5.38683  -0.65294  -3.12694
H  -4.35222  -1.84398  -5.02737
H  -6.09630  1.60302  -0.39236
H  -3.77833  2.43070  -0.19468
H  -1.53890  -3.70883  0.44905
H  -3.85717  -4.68855  0.35533
H  -5.76786  -3.19012  -0.05709
O  1.65583  2.97199  2.22787
S  1.01791  2.93731  0.86381
C  1.52692  4.52272  0.06874
C  0.36372  5.51854  0.10752
C  -0.52287  5.08377  1.27028
C  -0.66705  3.58404  1.07759
H  1.87599  4.30105  -0.94475
H  2.36996  4.84548  0.67860
H  -0.20375  5.47258  -0.82358
H  0.71853  6.54454  0.22652
H  -1.48733  5.59736  1.26868
H  -0.02538  5.28748  2.22239
H  -1.21198  3.32589  0.16466
H  -1.09964  3.03406  1.91394

As for the HOMO-LUMO gap: 5.9 eV. Its charge is -1. For the energy above the lowest of the compared OMol25 structures with the same formula, charge and spin, the calculation gives 0.162 eV. The HOMO energy is -3.4 eV.

Record 5
Computed, not measured: 2 unconnected molecules or ions with the total composition CH5O2PS in a non-equilibrium geometry, with ωB97M-V with the def2-TZVPD basis set.

Positions of all 10 atoms, in Å:
O  0.44842  -2.10581  -1.38595
P  0.06104  -2.70816  -0.10731
O  1.49049  -3.05546  0.67800
H  2.34771  -3.05929  0.36723
C  -1.25679  1.86878  0.07210
S  0.29210  1.23602  0.81585
H  -1.10046  2.88049  -0.32387
H  -2.04446  1.94327  0.77696
H  -1.36736  1.24756  -0.80575
H  1.12931  1.75258  -0.08725

The SMILES is O=PO.CS. As for the HOMO-LUMO gap: 9.0 eV. For the energy above the lowest of the compared OMol25 structures with the same formula, charge and spin, the calculation gives 0.753 eV. The HOMO energy is -9.0 eV.